{"formula": "C40H54FMnN5O3S3", "method": "ωB97M-V with the def2-TZVPD basis set", "elements": ["H", "H", "O", "C", "C", "H", "H", "C", "H", "H", "H", "H", "H", "C", "C", "H", "C", "H", "S", "N", "C", "H", "C", "H", "H", "C", "H", "H", "H", "C", "C", "H", "H", "C", "H", "H", "S", "C", "C", "H", "H", "H", "H", "N", "H", "C", "F", "S", "H", "C", "O", "C", "C", "N", "C", "H", "H", "H", "H", "C", "H", "H", "C", "O", "C", "H", "H", "H", "C", "C", "C", "C", "H", "C", "C", "H", "H", "C", "H", "C", "C", "H", "H", "H", "Mn", "C", "N", "H", "H", "C", "C", "C", "C", "C", "H", "C", "H", "H", "C", "H", "H", "N", "H", "H", "H", "C", "H"], "xyz": [[-6.222, 25.679, -1.406], [-4.140, 20.912, 6.796], [-11.734, 21.165, 6.311], [-11.413, 19.643, 4.013], [-10.871, 26.694, 6.529], [-7.988, 12.697, -1.373], [-9.835, 14.127, -0.404], [-7.177, 13.885, 0.179], [-13.117, 18.133, 3.027], [-3.719, 23.368, 6.580], [-4.159, 25.676, 6.201], [-8.561, 28.390, 0.003], [-9.890, 16.475, -0.892], [-4.162, 23.598, 5.620], [-7.246, 18.112, 1.807], [-4.809, 25.475, 4.622], [-12.730, 28.983, 5.474], [-8.295, 27.804, 2.304], [-7.219, 22.807, 7.954], [-9.616, 25.204, 5.201], [-6.675, 27.274, 0.120], [-4.489, 26.834, 0.256], [-8.029, 26.749, 2.208], [-12.023, 17.159, 2.036], [-8.094, 24.547, 9.146], [-9.857, 27.514, 4.505], [-12.490, 18.688, 0.148], [-6.212, 13.338, 0.052], [-7.253, 14.136, -1.916], [-7.198, 24.088, 2.166], [-9.891, 18.639, 2.457], [-11.417, 26.870, 7.440], [-4.780, 28.403, -0.474], [-4.749, 24.998, 5.603], [-11.808, 28.855, 8.049], [-9.597, 14.388, -2.209], [-5.351, 22.310, 5.254], [-10.489, 25.415, 6.204], [-8.876, 15.989, -0.897], [-10.489, 17.034, 1.182], [-10.899, 30.151, 4.090], [-10.769, 24.591, 6.818], [-12.770, 28.454, 4.540], [-7.857, 13.727, -1.181], [-5.037, 28.225, 1.262], [-5.693, 21.883, 8.133], [-5.932, 17.742, 1.590], [-6.496, 24.966, 6.231], [-5.967, 21.039, 8.785], [-6.920, 15.366, 0.501], [-8.297, 21.609, 3.789], [-10.587, 30.222, 5.098], [-9.664, 17.676, 1.487], [-8.052, 24.524, 3.097], [-12.365, 18.164, 2.257], [-7.823, 13.382, 0.929], [-3.455, 23.373, 4.785], [-7.303, 29.282, -0.693], [-5.967, 24.636, 0.571], [-8.334, 17.327, 1.136], [-7.001, 23.031, 2.128], [-5.854, 20.389, 6.616], [-5.189, 27.681, 0.263], [-10.201, 22.642, 5.683], [-12.955, 18.920, 1.120], [-5.472, 25.766, 8.192], [-6.958, 27.220, -2.041], [-10.902, 31.210, 5.491], [-7.487, 19.230, 2.578], [-9.362, 26.200, 4.276], [-10.456, 20.598, 4.380], [-10.580, 27.795, 5.663], [-7.962, 26.053, -1.175], [-9.219, 20.670, 3.698], [-6.717, 25.011, 1.242], [-6.681, 19.915, 2.910], [-10.134, 29.404, 7.742], [-8.841, 19.495, 2.955], [-12.861, 20.004, 1.281], [-6.940, 26.500, -1.205], [-7.115, 26.334, 1.231], [-6.127, 15.794, -0.156], [-5.020, 22.536, 8.716], [-8.351, 16.409, -1.742], [-8.578, 23.307, 4.738], [-5.232, 21.265, 6.800], [-11.204, 18.821, 2.951], [-9.622, 28.225, 3.750], [-13.385, 28.441, 6.239], [-7.518, 28.573, 0.165], [-8.508, 25.784, 3.174], [-10.774, 21.470, 5.564], [-11.292, 29.110, 5.943], [-7.017, 24.398, 8.868], [-6.418, 24.325, 9.810], [-11.157, 29.483, 7.418], [-12.466, 19.678, 4.336], [-7.193, 26.289, 7.907], [-6.487, 25.442, 7.950], [-11.412, 30.545, 7.610], [-7.516, 29.116, 1.125], [-8.133, 16.173, 0.378], [-13.246, 29.971, 5.305], [-6.607, 15.426, 1.538], [-9.515, 30.111, 5.142], [-9.140, 14.534, -1.188], [-14.069, 18.698, 1.035]], "forces_ev_per_a": [[-0.29, 0.65, 0.15], [-1.59, 0.42, 0.39], [1.93, -0.46, -1.62], [0.22, 0.84, -1.59], [0.08, 1.13, -0.92], [-0.03, 1.42, 0.05], [0.82, 0.05, -0.79], [0.69, -0.40, -0.33], [-0.22, -0.45, 0.40], [0.28, 0.00, 0.11], [0.13, 0.19, 0.33], [-0.80, -0.61, -0.08], [1.10, -0.30, 0.26], [0.57, -0.56, -1.33], [-0.70, -0.85, -1.21], [-0.04, -0.42, -0.06], [-1.86, 0.34, 1.27], [-0.10, -0.65, -0.12], [-1.22, -0.55, 1.28], [-0.59, 0.99, -1.64], [0.23, 0.59, -0.42], [-0.33, 0.00, 0.05], [-0.15, -1.32, 1.21], [-0.57, -0.13, -0.03], [1.07, 0.25, -0.09], [0.48, -1.74, -0.09], [-0.15, 0.12, 0.33], [-0.70, 0.43, 0.51], [-0.13, -0.48, 0.33], [-0.61, 2.24, -0.50], [-0.35, 1.56, 0.81], [-0.26, -0.06, -0.02], [-0.80, -0.48, 0.03], [-0.98, 0.05, 0.35], [0.35, 0.30, -0.09], [0.35, 0.27, 1.13], [-0.76, -1.44, 0.63], [1.48, 1.12, -0.32], [-0.37, 0.39, 0.80], [0.52, 0.20, -0.20], [-0.27, 0.01, -1.19], [0.03, -0.68, 0.15], [-0.12, -0.32, -0.45], [-0.13, -0.01, 0.52], [-0.26, -0.85, -1.21], [0.01, -0.15, 0.42], [-1.29, 0.28, -0.11], [0.78, 1.36, -1.85], [0.45, 0.25, -0.09], [-0.23, 0.54, -0.70], [-1.98, -2.69, -0.54], [-0.81, 0.11, 1.52], [1.79, -0.83, -0.11], [-0.90, -0.16, 0.60], [0.74, 0.12, 1.71], [0.37, 0.35, -0.53], [0.11, 0.94, 0.96], [0.38, -0.78, 1.14], [0.10, 0.11, -0.51], [0.24, 1.42, 2.22], [0.29, -0.14, 0.19], [0.02, 0.06, -0.23], [0.83, 0.77, 1.45], [0.07, -2.06, -0.49], [-1.07, 0.52, -1.38], [-0.25, 0.19, 0.11], [0.30, -0.39, 0.20], [0.33, -0.50, -0.32], [-0.83, -0.27, -0.05], [-1.26, -0.45, 3.31], [-0.39, -0.44, 0.59], [-0.91, -1.54, 0.58], [0.69, 0.26, 0.00], [2.39, 0.78, 0.52], [0.57, -1.49, 0.42], [-0.57, -0.73, -0.16], [0.52, -0.30, 0.20], [-0.56, -0.99, -1.48], [-0.08, -0.30, -0.02], [-0.70, 0.27, -0.22], [-0.69, 0.78, 0.55], [-0.16, -0.52, 0.41], [0.23, -0.45, -0.66], [0.48, 0.46, -0.37], [0.23, 0.75, 1.48], [1.63, 0.30, -0.55], [0.72, 0.06, -0.30], [-0.17, 0.72, -0.19], [0.94, 0.50, -1.05], [0.03, 0.80, -1.05], [2.36, 1.56, -2.59], [-2.85, 1.99, 1.91], [1.46, 1.13, -0.64], [-0.90, -1.85, 0.80], [-0.59, -0.23, -0.81], [-0.84, 0.44, 0.35], [0.87, 0.03, 0.44], [0.68, 0.02, 0.60], [-0.05, 1.64, -0.75], [-0.21, -0.63, -0.29], [0.67, -0.08, -0.49], [-0.58, -0.74, -1.09], [0.76, -0.76, 0.28], [0.33, -0.08, 0.00], [0.42, 0.22, 0.14], [-1.35, -1.19, -0.36], [1.47, 0.18, 0.08]], "gap_ev": [6.19, 6.20], "e_homo_ev": [-11.03, -11.04], "total_charge": 2, "spin_multiplicity": 6, "s_squared": 8.754, "energy_ha": -4501.0753}